# 1
Molecular formula: C48H66N10O4S2
Method: DFT, the ωB97M-V functional and the def2-TZVPD basis

Element x y z (Å)
O -0.44 2.89 0.81
S 0.82 3.59 0.57
O 1.19 4.05 -0.78
C 1.00 5.05 1.74
C 2.41 4.87 2.38
C 2.54 3.34 2.65
C 2.23 2.67 1.34
H 0.22 5.03 2.50
H 0.87 6.06 1.34
H 3.12 5.05 1.57
H 2.54 5.60 3.18
H 1.83 3.10 3.44
H 3.55 3.09 2.97
H 2.01 1.61 1.30
H 3.08 2.86 0.68
O -2.59 5.00 0.70
S -3.33 3.77 1.03
O -3.26 3.10 2.34
C -5.19 4.06 0.76
C -5.78 2.81 0.08
C -4.64 1.77 -0.25
C -3.27 2.51 -0.31
H -5.16 4.83 0.00
H -5.52 4.51 1.69
H -6.53 2.37 0.74
H -6.34 2.95 -0.84
H -4.96 1.16 -1.09
H -4.65 1.10 0.61
H -3.09 3.05 -1.24
H -2.41 1.84 -0.19
C 2.91 -1.17 -5.01
C 3.49 -0.05 -4.38
C 2.63 1.05 -4.69
N 1.53 0.59 -5.28
C 1.76 -0.71 -5.56
H 3.25 -2.19 -5.09
H 4.39 -0.08 -3.78
H 2.76 2.12 -4.60
H 0.71 1.08 -5.61
H 1.02 -1.26 -6.13
C -0.99 4.89 -5.10
C -0.88 3.52 -5.20
C -0.40 3.08 -4.03
N -0.22 4.14 -3.16
C -0.58 5.27 -3.82
H -1.26 5.49 -5.96
H -0.97 2.84 -6.03
H -0.13 2.08 -3.73
H 0.07 4.03 -2.20
H -0.52 6.22 -3.30
C 5.82 1.54 0.54
C 5.28 1.11 -0.63
C 6.32 0.77 -1.45
N 7.49 1.07 -0.84
C 7.24 1.54 0.42
H 5.34 1.99 1.40
H 4.22 0.98 -0.80
H 6.32 0.44 -2.48
H 8.41 0.93 -1.23
H 8.10 1.81 1.02
C -4.88 -2.53 1.85
C -4.04 -1.37 1.80
C -4.54 -0.52 2.71
N -5.64 -1.07 3.40
C -5.81 -2.35 2.94
H -4.68 -3.31 1.13
H -3.13 -1.11 1.29
H -4.22 0.51 2.86
H -6.21 -0.71 4.15
H -6.62 -2.97 3.29
C -0.90 -0.34 5.40
C 0.25 0.01 4.59
C -0.10 0.84 3.57
N -1.48 1.00 3.66
C -1.93 0.30 4.74
H -0.84 -0.98 6.26
H 1.28 -0.29 4.71
H 0.47 1.24 2.75
H -1.99 1.48 2.93
H -2.99 0.40 4.93
C -0.03 -5.40 3.52
C -0.43 -4.15 3.66
C -1.84 -4.18 3.53
N -2.23 -5.50 3.35
C -1.14 -6.26 3.41
H 1.02 -5.64 3.62
H 0.29 -3.35 3.81
H -2.68 -3.51 3.63
H -3.16 -5.89 3.29
H -1.20 -7.34 3.47
C -0.35 -0.08 0.21
C 0.34 0.48 -0.91
C 1.25 -0.49 -1.28
N 1.06 -1.63 -0.51
C 0.09 -1.33 0.44
H -1.02 0.50 0.84
H 0.22 1.43 -1.40
H 2.01 -0.58 -2.04
H 1.55 -2.51 -0.52
H -0.20 -2.07 1.16
C 0.73 -4.89 -1.01
C 1.26 -4.57 -2.25
C 2.44 -5.25 -2.45
N 2.62 -6.03 -1.39
C 1.55 -5.88 -0.51
H -0.15 -4.52 -0.51
H 0.91 -3.74 -2.85
H 3.13 -5.20 -3.28
H 3.45 -6.53 -1.12
H 1.50 -6.41 0.43
C -4.27 -1.84 -2.98
C -3.82 -1.06 -4.11
C -2.74 -0.32 -3.75
N -2.42 -0.61 -2.44
C -3.40 -1.49 -1.99
H -5.13 -2.50 -2.88
H -4.33 -1.08 -5.06
H -2.19 0.43 -4.30
H -1.61 -0.33 -1.92
H -3.37 -1.86 -0.97
C 2.89 -3.05 1.80
C 3.64 -3.47 0.71
C 4.41 -2.43 0.31
N 4.21 -1.35 1.18
C 3.23 -1.71 2.04
H 2.21 -3.66 2.39
H 3.68 -4.47 0.29
H 5.18 -2.33 -0.44
H 4.59 -0.42 1.10
H 2.88 -0.93 2.69

structure (SMILES): O=S1(=O)CCCC1.O=S1(=O)CCCC1.c1cc[nH]c1.c1cc[nH]c1.c1cc[nH]c1.c1cc[nH]c1.c1cc[nH]c1.c1cc[nH]c1.c1cc[nH]c1.c1cc[nH]c1.c1cc[nH]c1.c1cc[nH]c1
Kohn-Sham gap: 8.122 eV
E_LUMO: 0.5 eV

# 2
Molecular formula: C48H67BIN9O9P2S4Sn
Method: DFT, the ωB97M-V functional and the def2-TZVPD basis

Element x y z (Å)
Sn -1.01 0.07 -0.27
C -1.67 1.71 4.12
C -1.02 0.38 4.29
C -1.49 -0.57 5.14
C -0.85 -1.84 5.25
N 0.21 -2.12 4.56
N 0.68 -1.18 3.71
B 1.88 -1.59 2.90
N 1.65 -2.57 1.77
N 2.15 -3.13 2.88
C 2.47 -4.37 3.01
C 2.15 -5.19 1.88
C 1.59 -4.68 0.76
C 1.23 -5.54 -0.40
C 1.33 -3.24 0.64
S 0.68 -2.54 -0.70
C 3.16 -4.86 4.26
C 2.30 -5.95 4.90
C 3.36 -3.70 5.24
C 4.52 -5.43 3.85
N 3.10 -0.72 3.07
N 3.17 -0.36 4.37
C 3.99 0.57 4.74
C 4.81 1.23 3.77
C 4.79 0.85 2.47
C 5.59 1.55 1.43
C 3.92 -0.25 2.08
S 3.90 -0.87 0.54
C 4.04 0.90 6.22
C 2.76 0.42 6.91
C 5.25 0.18 6.82
C 4.19 2.41 6.42
C 0.14 0.05 3.49
S 0.80 1.11 2.40
C -1.39 -2.90 6.19
C -2.86 -3.16 5.86
C -1.26 -2.39 7.63
C -0.61 -4.21 6.04
H -2.42 1.88 4.89
H -2.14 1.77 3.13
H -0.92 2.50 4.13
H -2.37 -0.36 5.74
H 2.37 -6.25 1.94
H 1.48 -6.58 -0.20
H 1.76 -5.20 -1.29
H 0.17 -5.44 -0.62
H 1.31 -5.57 5.16
H 2.78 -6.30 5.82
H 2.18 -6.81 4.25
H 2.42 -3.21 5.47
H 4.03 -2.95 4.82
H 3.80 -4.08 6.16
H 4.42 -6.29 3.19
H 5.06 -5.75 4.75
H 5.13 -4.67 3.35
H 5.44 2.05 4.07
H 6.33 2.21 1.89
H 4.93 2.14 0.80
H 6.09 0.83 0.77
H 2.62 -0.65 6.79
H 1.88 0.92 6.49
H 2.82 0.66 7.97
H 5.14 -0.90 6.72
H 5.34 0.41 7.88
H 6.18 0.48 6.33
H 3.42 2.96 5.87
H 5.17 2.78 6.11
H 4.08 2.65 7.48
H -3.49 -2.29 6.05
H -3.24 -3.98 6.48
H -2.98 -3.45 4.81
H -1.85 -1.49 7.80
H -0.22 -2.16 7.87
H -1.61 -3.15 8.33
H -0.64 -4.57 5.02
H -1.05 -4.96 6.69
H 0.43 -4.08 6.33
N -3.26 4.68 -1.56
C -2.74 4.19 -0.23
C -2.84 5.28 0.82
P -0.95 3.70 -0.50
O -0.63 4.79 -1.70
O -0.12 4.05 0.67
O -0.96 2.35 -1.16
P -3.81 2.69 0.06
O -5.05 3.40 0.85
O -3.15 1.71 0.97
O -4.30 2.32 -1.31
H -2.49 5.05 -2.12
H -3.98 5.39 -1.43
H -3.70 3.82 -1.97
H -2.31 6.18 0.50
H -2.35 4.94 1.73
H -3.88 5.52 1.05
H 0.14 5.30 -1.44
H -5.88 3.00 0.56
I -1.16 2.27 -8.09
C -1.71 1.22 -6.37
C -1.42 1.76 -5.13
C -1.79 1.06 -3.98
C -2.44 -0.16 -4.09
C -2.73 -0.68 -5.34
C -2.36 0.00 -6.49
C -2.87 -0.95 -2.87
O -3.72 -1.81 -2.99
O -2.29 -0.66 -1.74
H -0.91 2.71 -5.04
H -1.57 1.47 -3.01
H -3.25 -1.62 -5.41
H -2.58 -0.41 -7.47
S -2.01 -2.31 1.76
C -3.63 -1.97 2.11
N -4.09 -0.72 2.24
C -5.49 -0.42 2.45
C -6.34 -1.44 1.71
C -5.97 -2.83 2.21
N -4.52 -2.98 2.25
H -3.48 0.03 1.93
H -5.67 0.59 2.09
H -5.72 -0.44 3.52
H -6.13 -1.37 0.64
H -7.40 -1.26 1.87
H -6.37 -3.60 1.55
H -6.38 -2.99 3.21
H -4.12 -3.89 2.08
C 2.22 2.02 -1.97
C 1.46 0.95 -2.70
O 0.71 0.21 -2.10
C 1.63 0.79 -4.17
C 2.35 1.71 -4.93
C 2.45 1.54 -6.31
C 1.85 0.45 -6.92
C 1.13 -0.47 -6.16
C 1.02 -0.30 -4.79
H 1.95 1.99 -0.92
H 1.98 3.00 -2.38
H 3.29 1.85 -2.09
H 2.83 2.56 -4.46
H 3.00 2.26 -6.90
H 1.92 0.33 -7.99
H 0.65 -1.31 -6.64
H 0.45 -0.99 -4.19

Kohn-Sham gap: 6.961 eV
E_LUMO: -0.1 eV

# 3
Molecular formula: C48H67CrNO5PSe
Method: DFT, the ωB97M-V functional and the def2-TZVPD basis

Element x y z (Å)
Cr 0.64 -0.31 1.55
C -3.62 -1.54 -4.30
C -4.07 -0.31 -3.62
C -4.40 0.66 -4.67
C -5.31 -0.57 -2.88
C -3.01 0.15 -2.63
C -2.70 -0.68 -1.60
C -1.79 -0.29 -0.63
Se -1.43 -1.37 0.91
C -0.50 -2.72 -0.09
C -1.17 -3.55 -0.99
C -0.55 -4.55 -1.69
C 0.82 -4.66 -1.53
C 1.54 -3.84 -0.69
C 0.93 -2.83 0.09
O 1.55 -1.98 0.89
C 3.03 -3.98 -0.62
C 3.43 -4.32 0.78
C 3.61 -5.04 -1.50
C 3.69 -2.69 -1.06
C -1.28 -5.48 -2.64
C -1.95 -4.70 -3.74
C -0.41 -6.48 -3.31
C -2.30 -6.24 -1.87
C -1.03 0.97 -0.67
O -0.12 1.15 0.30
C -1.35 1.79 -1.79
C -2.33 1.36 -2.67
C -0.77 3.13 -2.15
C -1.86 4.13 -2.10
C -0.13 3.00 -3.48
C 0.30 3.67 -1.24
H -4.44 -1.91 -5.02
H -3.39 -2.35 -3.56
H -2.65 -1.35 -4.88
H -5.20 0.22 -5.35
H -3.47 0.88 -5.32
H -4.81 1.63 -4.20
H -6.12 -0.93 -3.61
H -5.67 0.39 -2.37
H -5.20 -1.36 -2.09
H -3.12 -1.71 -1.56
H -2.25 -3.35 -1.18
H 1.35 -5.40 -2.10
H 2.96 -5.28 1.09
H 3.12 -3.54 1.50
H 4.54 -4.41 0.86
H 3.22 -6.05 -1.23
H 4.71 -5.06 -1.38
H 3.39 -4.83 -2.58
H 3.42 -1.87 -0.47
H 3.40 -2.44 -2.12
H 4.81 -2.80 -1.00
H -1.18 -4.12 -4.33
H -2.67 -3.95 -3.33
H -2.51 -5.40 -4.43
H 0.37 -5.97 -3.95
H -1.03 -7.12 -3.99
H 0.09 -7.14 -2.56
H -3.06 -5.57 -1.38
H -1.80 -6.84 -1.06
H -2.87 -6.94 -2.55
H -2.54 2.04 -3.50
H -2.70 3.91 -2.81
H -1.46 5.15 -2.37
H -2.29 4.16 -1.05
H -0.83 2.69 -4.31
H 0.70 2.23 -3.40
H 0.32 4.00 -3.79
H -0.07 3.81 -0.20
H 0.61 4.65 -1.68
H 1.19 3.02 -1.12
O 4.46 -0.28 2.82
C 3.38 -0.22 2.22
O 2.23 -0.49 2.71
C 3.38 0.15 0.74
C 4.54 0.42 0.04
C 4.45 0.76 -1.28
C 3.18 0.79 -1.85
C 2.05 0.48 -1.10
N 2.16 0.19 0.20
H 5.51 0.37 0.56
H 5.34 1.01 -1.88
H 3.07 1.05 -2.92
H 1.04 0.53 -1.58
C -2.11 1.26 3.82
C -1.44 2.47 3.27
C -1.69 3.65 4.12
C -2.11 2.80 1.95
P 0.46 2.03 3.08
C 1.24 3.71 2.80
C 1.91 4.04 1.62
C 2.45 5.34 1.45
C 2.34 6.30 2.43
C 1.69 5.98 3.61
C 1.17 4.70 3.78
C 1.04 1.65 4.96
C 0.85 0.21 5.35
C 0.36 2.39 6.05
C 2.50 1.98 5.03
H -3.22 1.41 3.84
H -1.78 1.04 4.86
H -1.89 0.39 3.16
H -2.79 3.79 4.26
H -1.32 4.59 3.63
H -1.24 3.58 5.13
H -3.21 2.97 2.15
H -2.03 2.07 1.17
H -1.65 3.74 1.51
H 2.00 3.39 0.79
H 2.94 5.59 0.49
H 2.75 7.31 2.27
H 1.59 6.73 4.41
H 0.66 4.48 4.70
H -0.23 -0.06 5.40
H 1.29 0.09 6.37
H 1.34 -0.50 4.68
H -0.72 2.10 6.14
H 0.42 3.49 5.96
H 0.84 2.13 7.01
H 3.10 1.48 4.28
H 2.89 1.67 6.03
H 2.68 3.08 4.93
O -0.18 -0.80 2.91

charge: -2
expectation value of S²: 1.14
Kohn-Sham gap (alpha / beta): 4.462 / 4.143 eV
E_LUMO (alpha / beta): 4.0 / 4.0 eV
multiplicity: 2

One value per record, in order, for E_tot: -3513.3396 -5851.9628 -6087.4015 Eh.
One value per record, in order, for maximum force: 4.934 0.390 3.744 eV/Å.